# C4H36N2O12

A cluster of 13 separate species, C4H36N2O12 in total in a non-equilibrium geometry (the ωB97M-V functional and the def2-TZVPD basis, the OMol25 dataset).

Geometry as XYZ:
```
54
Properties=species:S:1:pos:R:3:forces:R:3:nbo_charge:R:1
N -2.096011 2.575783 -1.990251 0.11 0.05 -2.82 -0.846
C -2.331758 1.288969 -1.368639 -1.51 -2.27 0.96 -0.256
C -1.199379 0.298815 -0.775377 -0.07 0.33 -1.00 -0.233
N 0.185741 0.780823 -0.597774 0.04 1.75 0.78 -0.512
C 0.970441 0.259289 0.506864 2.01 -3.84 -1.03 -0.468
C 0.386497 2.248838 -0.713408 -0.55 -1.61 1.36 -0.388
H -1.453993 2.422281 -2.798967 -0.16 0.26 0.89 0.352
H -2.954567 2.800723 -2.553217 0.68 -0.17 1.11 0.365
H -2.926837 0.593964 -1.962835 0.35 -0.11 -1.06 0.162
H -3.125819 1.450942 -0.614664 1.15 0.10 0.14 0.232
H -1.195946 -0.671167 -1.382298 0.17 1.44 0.27 0.183
H -1.576124 -0.044442 0.158995 -0.42 -0.10 0.97 0.211
H 0.385020 -0.419355 1.138265 0.00 -0.05 -0.27 0.203
H 1.878866 -0.436550 0.066170 -2.14 1.14 0.84 0.183
H 1.622701 0.802142 1.190124 -0.67 1.33 -0.45 0.230
H 0.365087 2.509757 -1.726848 -0.23 0.84 -1.14 0.214
H 1.334178 2.468424 -0.288995 1.03 0.19 0.10 0.208
H -0.328170 2.764843 -0.075416 0.25 0.50 -0.60 0.148
H 3.414819 2.066126 2.085467 -0.16 0.84 -0.22 0.491
H 3.068332 0.937024 3.006093 0.33 -0.03 -0.03 0.463
O 3.717652 1.197648 2.336582 -0.15 -0.80 0.36 -0.951
H -1.719775 -2.415268 -3.732291 1.27 -1.29 1.25 0.475
H -0.235930 -2.934016 -3.448816 -0.94 0.36 -0.06 0.497
O -1.176367 -3.025292 -3.139837 -0.84 0.74 -0.95 -1.008
H -3.396929 -1.735324 2.645373 -1.31 0.62 -0.49 0.470
H -2.179033 -2.439325 2.209211 2.02 -1.71 -4.17 0.483
O -2.584871 -2.097353 2.926114 -0.63 1.17 4.68 -0.958
H -0.703191 -2.556873 -0.035724 1.14 0.03 -0.88 0.489
H -2.237423 -2.441627 -0.359607 -0.92 -0.14 -1.69 0.482
O -1.578050 -2.459881 0.290805 -0.80 -0.14 3.08 -0.995
H 1.262377 2.494035 2.324019 -1.34 0.15 0.04 0.496
H 1.201422 3.960700 1.590647 0.25 -1.44 0.89 0.486
O 1.706184 3.313509 2.139133 1.55 2.07 -0.89 -0.998
H -0.609728 1.658186 3.692309 -2.06 -0.69 4.09 0.480
H -0.010575 0.845061 2.522376 -0.75 2.20 1.28 0.502
O -0.212670 1.783643 2.902937 2.29 -2.25 -5.20 -0.963
H 2.040807 0.797113 -2.287758 0.43 0.15 0.38 0.469
H 0.607963 0.300414 -2.331864 1.10 0.74 -0.20 0.494
O 1.321462 0.696442 -2.901493 -0.84 -0.72 -0.98 -0.979
H 1.647209 -1.767413 -3.021125 1.23 1.55 1.09 0.509
H 0.780747 -1.289211 -4.273975 -0.76 4.45 -2.35 0.495
O 1.075702 -1.920619 -3.730160 0.22 -6.05 1.03 -0.961
H -2.484259 3.658179 0.017582 0.33 0.80 -1.10 0.477
H -1.546679 2.580492 0.707265 -3.52 1.49 0.13 0.470
O -2.516083 2.985440 0.671097 2.59 -1.68 2.34 -0.947
H -0.323518 -1.667957 3.579086 -4.97 -1.04 1.98 0.479
H 0.717422 -2.171671 2.753547 0.85 -1.68 -1.31 0.462
O 0.478702 -1.446470 3.273471 3.98 2.79 -0.58 -0.933
H 0.308397 -3.015682 -1.452846 0.55 0.75 0.58 0.504
H 1.148278 -3.606704 -0.321240 -0.60 2.43 -0.87 0.481
O 0.851711 -2.682794 -0.682852 0.34 -3.60 -0.30 -0.952
H 2.728061 -3.227980 0.923678 0.31 0.07 0.01 0.451
H 3.857900 -2.665154 1.722790 0.52 1.25 0.90 0.474
O 3.640011 -3.401478 1.188273 -0.76 -1.17 -0.87 -0.924
```
Positions in Å, forces in eV/Å.

Properties
ΔE to the lowest compared entry with this formula, charge and spin = 460.7 kJ/mol
Gap between HOMO and LUMO = 8.4634 eV
F_max = 0.119 Eh/bohr
Net charge = 0
Lowest unoccupied orbital energy = -0.1 eV



# C4H36N2O15

A cluster of 14 separate species, C4H36N2O15 in total in a non-equilibrium geometry (the ωB97M-V functional and the def2-TZVPD basis, the OMol25 dataset).

Geometry as XYZ:
```
57
Properties=species:S:1:pos:R:3:forces:R:3:nbo_charge:R:1
N 0.015672 0.982488 -1.907555 0.28 0.96 -0.92 -0.724
C 0.302101 0.273432 -0.680282 1.42 -0.69 1.10 -0.448
C -0.398002 0.646209 0.442642 -2.80 -0.63 -0.15 0.561
N -0.257312 0.005931 1.676818 2.05 -0.71 0.10 -0.653
C 0.878444 -0.902130 1.921325 -1.26 -0.10 -0.08 -0.259
C 2.203616 -0.253896 2.378877 0.29 -1.69 -2.39 -0.077
O 3.219434 -0.798034 1.519833 1.05 -0.78 0.94 -0.780
O -1.414438 1.425344 0.344506 -0.06 0.59 0.10 -0.863
H -0.983902 1.184744 -1.780050 -0.03 0.34 -0.71 0.440
H 0.280973 0.501731 -2.783014 -0.64 -0.74 0.58 0.452
H 0.508198 1.920826 -2.047920 -0.90 -0.87 1.37 0.441
H 3.314800 -0.493045 0.602778 -0.64 0.39 0.51 0.495
H 0.841171 -0.656377 -0.637792 0.48 0.25 -0.71 0.202
H -1.044923 -0.264847 2.235930 -0.56 0.91 -0.45 0.385
H 0.530220 -1.679627 2.618527 0.11 0.59 0.46 0.200
H 1.010283 -1.579010 1.070909 0.59 0.48 -0.23 0.205
H 2.393333 -0.683878 3.360647 0.45 0.77 0.16 0.189
H 2.317978 0.812222 2.236616 -0.85 0.43 0.76 0.176
H -4.478661 0.339901 1.430468 0.20 -0.15 -0.26 0.486
H -3.135067 0.495507 0.660188 -0.01 -0.07 0.36 0.520
O -3.784272 -0.171777 0.991364 0.06 0.74 0.12 -1.011
H 0.931612 -1.656596 -2.995324 0.08 0.09 -0.20 0.485
H 2.103689 -0.909550 -3.621755 0.12 0.02 -0.01 0.491
O 1.141642 -0.932919 -3.604875 -0.06 -0.27 0.11 -0.950
H -3.169845 -3.462011 -2.487269 -0.75 0.83 0.07 0.487
H -1.670489 -3.136960 -2.551198 -0.11 0.40 -0.07 0.463
O -2.306806 -3.840206 -2.457815 0.96 -1.41 0.09 -0.949
H -3.734509 -2.343269 1.802527 0.22 0.98 0.37 0.500
H -2.339386 -1.902801 2.536153 -1.08 0.34 0.01 0.475
O -2.841368 -2.572603 2.063569 0.40 -1.23 0.11 -0.961
H 0.804690 4.170594 2.244905 -0.25 0.03 -0.24 0.494
H 1.547562 2.948816 2.639842 0.02 -0.02 -0.32 0.482
O 1.411940 3.522637 1.869941 0.44 -0.19 0.76 -0.959
H 3.768614 2.123192 -0.774802 0.04 0.04 -0.06 0.477
H 2.598096 2.019351 -1.728916 -0.06 -0.20 0.10 0.463
O 3.188775 2.657897 -1.328800 0.82 -0.02 -0.09 -0.939
H 0.865282 -4.041515 -0.325198 -0.21 0.33 0.25 0.495
H 1.756307 -5.249635 -0.414783 0.19 -0.23 -0.01 0.473
O 1.707505 -4.334585 -0.692586 -0.01 0.22 -0.18 -0.974
H -1.420619 -3.768791 0.020800 -0.29 0.04 0.01 0.490
H -1.332950 -2.499513 0.865407 -0.22 -0.30 -0.02 0.491
O -0.838072 -3.289293 0.619593 1.04 -0.22 -0.74 -0.985
H -3.241127 -1.068291 -0.512498 -0.61 -0.06 -0.47 0.494
H -2.078304 -1.143358 -1.413546 0.37 0.00 -0.24 0.453
O -3.035421 -1.219983 -1.456283 0.24 0.11 0.57 -0.964
H 1.204265 3.854589 -1.165101 0.21 -0.26 0.81 0.487
H 1.169128 2.934150 0.146544 0.22 0.62 -0.13 0.523
O 0.738694 3.146831 -0.696109 -0.81 0.64 -0.81 -0.999
H -1.590307 4.631824 -1.369280 0.04 -0.35 0.02 0.474
H -1.900306 3.123415 -1.456487 0.13 0.36 0.32 0.483
O -1.863969 3.937235 -1.980023 -0.17 -0.08 -0.21 -0.957
H 3.104472 -1.748243 -1.016483 0.05 0.52 0.22 0.493
H 4.498384 -1.403672 -1.373828 0.31 0.35 0.09 0.485
O 3.684803 -0.963309 -1.100137 -0.37 -1.01 -0.70 -0.956
H -1.123672 2.814178 2.167161 -0.18 -0.32 -0.32 0.503
H -1.900519 3.528496 3.288555 -0.44 0.15 0.00 0.469
O -1.075952 3.096124 3.088299 0.49 0.06 0.22 -0.976
```
Positions in Å, forces in eV/Å.

Properties
ΔE to the lowest compared entry with this formula, charge and spin = 564.1 kJ/mol
Gap between HOMO and LUMO = 7.7371 eV
F_max = 0.057 Eh/bohr
Net charge = 0
Lowest unoccupied orbital energy = -0.1 eV



# C4H36O14

A cluster of 15 separate species, C4H36O14 in total (the ωB97M-V functional and the def2-TZVPD basis, the OMol25 dataset).

Geometry as XYZ:
```
54
Properties=species:S:1:pos:R:3:forces:R:3:nbo_charge:R:1
C -1.886394 0.001824 0.066750 0.04 0.08 -0.09 -0.608
C -0.383125 0.296479 0.069916 -0.18 -0.17 0.05 -0.464
C -0.015179 1.559604 -0.663751 0.07 -0.22 0.35 -0.172
C 1.003746 2.339866 -0.343600 0.00 0.61 0.18 -0.418
H -2.440734 0.854063 0.453972 -0.04 0.01 0.14 0.211
H -2.268597 -0.172470 -0.934895 0.00 -0.05 -0.09 0.207
H -2.149288 -0.871584 0.663463 0.14 -0.04 0.08 0.205
H 0.159164 -0.534454 -0.397495 -0.08 -0.08 -0.07 0.198
H -0.037688 0.336041 1.103138 0.13 0.10 0.00 0.214
H -0.650761 1.812259 -1.497843 0.10 0.07 -0.22 0.208
H 1.244687 3.241456 -0.895279 -0.14 -0.08 -0.18 0.199
H 1.608726 2.205797 0.545359 0.02 -0.31 -0.05 0.187
H -1.977412 3.006363 0.855456 -0.18 0.33 -0.16 0.521
H -2.533106 4.288522 0.180111 0.01 0.00 0.02 0.481
O -2.554477 3.330567 0.115217 0.09 -0.25 0.20 -1.009
H -0.782058 -3.401158 -0.547832 0.12 -0.18 -0.13 0.511
H -0.953465 -4.184101 -1.872408 -0.01 0.25 0.09 0.479
O -0.554978 -3.384151 -1.502560 -0.25 -0.08 -0.09 -0.995
H -0.885635 -2.966238 1.802910 -0.08 -0.29 -0.05 0.511
H -0.383668 -4.401455 1.557672 -0.14 0.18 -0.20 0.484
O -0.916804 -3.702378 1.152754 0.12 0.06 0.42 -0.988
H 3.839229 0.857010 -2.234338 -0.22 -0.12 0.09 0.479
H 2.294443 0.710398 -2.394557 0.45 -0.24 0.22 0.524
O 3.075618 0.417718 -1.835552 0.04 0.23 -0.17 -1.008
H 2.027757 1.292744 3.559098 -0.13 -0.11 -0.32 0.478
H 2.150315 0.721752 2.107855 -0.08 0.23 0.45 0.502
O 1.510123 0.955040 2.814024 0.18 0.02 0.02 -0.993
H 0.384381 -1.536979 2.594543 -0.08 -0.25 0.32 0.530
H -0.242062 -2.034472 3.946876 0.10 0.02 -0.16 0.492
O -0.469501 -1.737111 3.057544 0.14 0.24 -0.11 -1.002
H -2.881475 2.364770 -1.370271 0.07 -0.26 -0.41 0.525
H -3.233737 2.541239 -2.860970 -0.09 0.05 -0.13 0.478
O -2.974485 1.869514 -2.226354 -0.06 0.38 0.44 -0.994
H -1.860728 0.707194 -2.974489 0.21 -0.47 0.00 0.515
H -1.121469 -0.691668 -2.823365 -0.24 0.19 -0.04 0.487
O -1.230735 0.076369 -3.401575 -0.11 0.15 0.04 -0.990
H -2.876731 0.242864 3.303481 -0.46 -0.25 -0.25 0.478
H -1.385728 -0.182932 3.389655 -0.42 0.12 0.02 0.508
O -2.028101 0.520250 3.630032 0.77 0.09 0.28 -0.978
H 3.113256 0.294928 -0.148373 0.04 0.04 0.07 0.532
H 4.243882 0.026187 0.883233 -0.06 -0.02 0.08 0.490
O 3.288967 0.134547 0.819562 0.11 0.05 -0.28 -1.013
H 0.370544 0.703759 -3.614414 0.20 -0.02 -0.08 0.515
H 1.561701 -0.114814 -4.084942 0.10 -0.21 -0.23 0.478
O 1.346855 0.764424 -3.766465 -0.35 0.17 0.13 -0.978
H 1.383549 -2.307724 0.763603 -0.37 -0.37 -0.81 0.479
H 2.355125 -1.273515 1.335413 0.07 -0.14 -0.09 0.504
O 1.799385 -2.042082 1.571780 0.24 0.33 0.84 -0.981
H -1.412893 2.019376 2.890823 0.06 0.16 -0.12 0.509
H -0.155555 2.440080 2.115232 -0.04 0.03 0.11 0.492
O -1.041717 2.751126 2.349333 -0.01 -0.15 -0.06 -0.994
H 1.088983 -3.579456 -2.212553 0.32 0.33 0.01 0.494
H 2.525706 -2.969176 -2.357978 0.00 0.21 0.23 0.464
O 1.912125 -3.596222 -2.736927 -0.13 -0.38 -0.29 -0.982
```
Positions in Å, forces in eV/Å.

Properties
ΔE to the lowest compared entry with this formula, charge and spin = 0.0 kJ/mol
Gap between HOMO and LUMO = 9.5640 eV
F_max = 0.019 Eh/bohr
Net charge = 0
Lowest unoccupied orbital energy = 0.1 eV



# C4H36O16

A cluster of 14 separate species, C4H36O16 in total in a non-equilibrium geometry (the ωB97M-V functional and the def2-TZVPD basis, the OMol25 dataset).

Geometry as XYZ:
```
56
Properties=species:S:1:pos:R:3:forces:R:3:nbo_charge:R:1
O -0.164061 -1.599325 2.660480 1.37 -0.54 0.56 -1.011
H -0.410190 -0.669936 2.667427 0.05 0.48 0.17 0.501
H 0.695928 -1.620265 3.176467 -1.23 -0.05 -0.68 0.508
O 0.245618 -2.943326 -1.730274 0.97 -0.23 -0.02 -0.981
H 0.889127 -2.219230 -1.586684 -0.34 -0.31 0.09 0.501
H 0.795028 -3.748065 -1.655762 -0.53 0.47 -0.01 0.488
O 3.108915 0.505647 1.696387 -0.15 -0.23 0.22 -1.001
H 3.852964 0.680185 1.110065 0.06 0.13 -0.02 0.486
H 2.443579 0.055431 1.146583 0.07 0.05 -0.13 0.497
O 0.003443 0.807709 -4.956096 0.16 0.67 0.20 -0.969
H 0.085382 1.737517 -4.655725 0.04 -0.52 0.04 0.496
H -0.529552 0.886047 -5.748846 -0.14 -0.13 -0.18 0.466
O -1.018845 3.841450 2.934509 -1.13 0.60 -0.35 -0.960
H -0.873713 4.502458 3.591724 -0.05 0.84 0.64 0.477
H -0.272023 3.279220 3.002768 1.08 -1.41 -0.03 0.495
O -0.974332 -4.358787 2.464580 0.37 -1.38 -0.23 -0.950
H -1.115830 -3.434938 2.538446 0.11 1.71 0.19 0.485
H -1.831679 -4.740821 2.629623 -0.36 -0.35 0.08 0.462
O 4.491307 2.185747 -0.596280 -0.19 -0.83 -0.42 -0.948
H 4.324158 1.465831 -1.235065 0.28 0.51 0.29 0.469
H 3.604945 2.381380 -0.278024 -0.28 0.27 0.14 0.483
O 0.276576 1.187555 2.766123 -0.28 0.52 -1.13 -0.974
H 1.095367 1.061686 3.223642 0.91 -0.26 0.84 0.487
H 0.632220 1.333126 1.864866 -0.39 0.01 0.09 0.498
O 0.142407 3.515759 -3.641659 -0.15 -0.22 -1.06 -0.946
H 0.753575 4.223183 -3.808714 0.49 0.52 -0.56 0.477
H 0.104998 3.533756 -2.704603 -0.29 -0.24 1.54 0.478
O 2.725333 -1.908844 4.155966 -0.09 0.85 0.00 -0.956
H 3.396257 -1.359784 3.722792 -0.24 0.00 0.02 0.488
H 2.856882 -2.775752 3.793576 0.11 -0.75 -0.22 0.475
O -1.766396 3.192511 0.486249 0.46 0.17 -0.26 -0.991
H -2.597682 2.789149 0.266204 -0.52 -0.26 -0.19 0.476
H -1.878921 3.604380 1.356859 0.26 -0.07 0.10 0.511
O 2.011145 -1.394958 -3.636833 -0.02 -0.08 -0.29 -0.963
H 2.038786 -0.961698 -4.503290 -0.09 0.07 0.35 0.485
H 1.257039 -1.993515 -3.709661 -0.01 0.06 0.05 0.478
C 0.558595 1.310348 -1.271659 1.16 -0.36 1.01 -0.096
C 0.021070 0.056834 -0.673177 0.08 -0.46 0.41 -0.102
O 1.031155 -0.672783 0.061215 -0.46 -0.24 0.15 -0.792
O 0.960850 2.294203 -0.293399 -0.71 -0.18 -0.60 -0.771
H -0.165954 1.622256 -1.992303 -0.61 0.70 -0.32 0.181
H 1.436928 1.028366 -1.835877 0.42 0.12 -0.19 0.191
H -0.296033 -0.548455 -1.521802 -0.43 -0.04 0.12 0.192
H -0.813040 0.273070 0.003750 -0.07 -0.03 -0.26 0.175
H 0.561706 -1.332736 0.624160 0.42 0.55 -0.22 0.511
H 0.138555 2.742492 -0.022376 0.06 -0.01 0.12 0.504
C -2.508823 -1.970944 0.300647 -1.13 -0.46 -0.14 -0.097
C -3.862280 -1.307533 0.464883 -0.73 -0.62 1.81 -0.079
O -4.889449 -1.895754 -0.334287 0.65 0.18 0.86 -0.716
O -2.398634 -1.979873 -1.085137 0.54 0.65 -1.32 -0.760
H -2.452799 -3.007828 0.599203 -0.49 -0.41 0.69 0.172
H -1.730570 -1.474907 0.870806 0.20 0.53 -0.20 0.161
H -3.800141 -0.264415 0.253956 0.38 1.00 -0.60 0.152
H -4.157239 -1.315114 1.525403 -0.18 -0.38 -0.23 0.171
H -4.397239 -2.117083 -1.124375 -0.04 -0.25 -0.68 0.480
H -1.634411 -2.480629 -1.357444 0.63 -0.38 -0.24 0.505
```
Positions in Å, forces in eV/Å.

Properties
ΔE to the lowest compared entry with this formula, charge and spin = 364.3 kJ/mol
Gap between HOMO and LUMO = 10.2163 eV
F_max = 0.040 Eh/bohr
Net charge = 0
Lowest unoccupied orbital energy = 0.2 eV



So what do the calculations give for total energy? Going down the list: -1186.20070 -1412.03811 -1227.41154 -1377.82969 hartree.